Molecular formula: C3H8N2OS
Method: DFT, wB97M-V/def2-TZVPD

The geometry in XYZ format:
```
15
Properties=species:S:1:pos:R:3:forces:R:3
H -2.090 -1.672 -0.702 -0.134 0.206 0.124
H 0.354 -1.231 -0.490 0.063 -0.029 -0.041
C 2.888 0.591 0.396 0.305 -0.015 0.391
H 3.613 -0.160 0.076 0.018 0.093 0.028
H -1.637 -0.241 -1.676 0.033 -0.118 -0.095
H -0.442 -0.846 1.064 0.015 -0.126 -0.079
C -0.357 -0.579 0.010 0.156 0.508 0.146
O 1.903 0.660 -0.609 -0.595 0.094 -0.478
S 0.364 1.107 -0.140 0.312 -0.507 0.022
H 3.387 1.556 0.511 0.010 -0.035 0.025
H 2.469 0.294 1.359 -0.024 -0.022 0.001
H -3.561 -0.344 0.317 0.986 1.094 -0.045
N -2.499 1.314 0.449 1.549 8.463 2.519
N -2.681 0.200 0.100 -2.762 -10.462 -2.756
C -1.712 -0.648 -0.666 0.069 0.855 0.238
```
Forces are in eV/Å.

Results
- charge = 0
- HOMO level (spin up / spin down) (eV) = -6.45 / -8.71
- expectation value of S² = 2.007
- spin multiplicity = 3

Atom charges from the natural (NBO) analysis, given in e for atoms 1 to 2: 0.21 0.24

=====

Molecular formula: C5H8O
Method: DFT, wB97M-V/def2-TZVPD

The geometry in XYZ format:
```
14
Properties=species:S:1:pos:R:3:forces:R:3
C -0.293 -0.526 -1.950 -0.151 -0.091 -0.353
H -2.042 -0.242 -0.632 0.035 -0.218 -0.078
H 0.469 1.980 1.890 0.222 -0.018 0.052
H -0.422 -0.435 2.077 -0.022 0.141 -0.153
H -0.680 0.242 -2.625 -0.016 -0.141 0.073
H 1.704 1.426 0.756 -0.005 -0.062 0.188
H 1.796 0.974 2.479 -0.036 -0.096 -0.091
C 1.122 1.133 1.635 0.146 0.068 0.042
H 0.104 -1.368 -2.525 0.007 0.124 0.078
C -1.177 -0.900 -0.751 -0.141 -0.097 -0.013
H -1.488 -1.939 -0.639 0.175 0.069 -0.017
O 0.707 0.028 -1.068 0.048 0.162 0.027
C -0.021 -0.354 0.047 -0.086 0.090 0.431
C 0.221 -0.019 1.306 -0.178 0.067 -0.186
```
Forces are in eV/Å.

Results
- charge = 0
- HOMO level (eV) = -8.21

Atom charges from the natural (NBO) analysis, given in e for atoms 1 to 2: -0.05 0.22

=====

Molecular formula: C38H36BeNO7P4S
Method: DFT, wB97M-V/def2-TZVPD

The geometry in XYZ format:
```
88
Properties=species:S:1:pos:R:3:forces:R:3
H -0.505 -0.364 4.093 -0.012 -0.099 -0.091
H -0.582 4.098 -1.776 -0.006 0.122 -0.060
C 0.892 3.784 2.256 0.009 0.101 -0.145
H 0.877 6.739 -4.804 0.003 -0.027 0.010
H 3.632 -3.034 2.701 0.076 0.011 0.038
H 1.400 -0.992 -3.574 0.008 0.071 0.020
H 3.666 -1.545 4.502 -0.011 0.016 -0.011
H 3.001 5.475 -4.889 -0.018 -0.012 0.013
C 5.251 0.458 -1.589 0.023 0.038 0.008
H 1.416 4.420 2.959 0.011 -0.029 -0.005
C 2.412 4.078 -3.375 -0.085 -0.007 0.030
C -0.354 -4.058 -0.596 0.053 0.115 -0.122
C -0.465 -3.238 -1.726 0.247 -0.023 0.319
O 1.981 -0.467 0.629 0.141 0.237 -0.248
C -4.133 -1.780 0.512 0.008 -0.083 -0.025
C -4.396 -0.476 0.892 -0.048 -0.007 0.059
H 2.245 -0.581 4.884 -0.029 -0.019 -0.014
C -0.424 -3.807 -2.995 -0.125 0.010 0.006
H -0.913 6.035 -3.247 0.026 -0.029 0.007
O -2.576 2.750 -1.001 0.106 0.083 0.010
H -0.924 0.770 -6.700 0.003 -0.012 0.029
C 4.241 2.927 -0.819 0.053 0.010 -0.059
H -2.846 -3.084 -0.596 0.022 -0.065 0.050
C 1.491 3.456 1.050 -0.136 0.102 0.041
C 1.417 3.687 -2.479 -0.142 -0.004 -0.039
C 3.364 1.952 -1.295 -0.142 -0.016 0.165
C 2.575 -1.519 4.440 0.031 -0.097 -0.007
C -0.297 -5.184 -3.132 0.004 0.007 0.003
C -3.025 -2.067 -0.276 0.009 0.002 -0.081
H -4.794 -2.582 0.816 0.004 0.020 -0.031
O 0.244 -3.423 2.790 -0.022 0.150 0.063
H -0.506 -3.189 -3.878 0.015 0.016 -0.004
H -0.841 3.574 3.507 -0.001 0.020 -0.028
O -0.412 -1.330 4.106 0.039 0.139 0.150
C -2.005 0.207 -4.935 0.019 0.018 -0.035
S -1.526 1.699 -0.935 -0.208 -0.262 0.010
H 2.036 -3.519 2.342 0.057 -0.036 0.058
H -0.369 -3.626 0.396 -0.045 -0.032 0.086
C 0.212 4.396 -2.452 0.130 -0.046 0.076
H 3.223 -0.032 -2.086 -0.022 -0.027 0.007
C -0.238 -5.430 -0.742 -0.009 -0.004 0.086
C 5.596 2.657 -0.688 -0.006 0.071 0.045
C 0.842 2.650 0.118 -0.157 -0.039 -0.019
P 0.283 -1.942 2.836 0.043 -0.308 -0.174
P 2.412 -0.030 2.057 0.339 -0.204 -0.060
C 2.119 -1.574 2.989 -0.263 0.229 -0.068
H -2.824 -0.415 -3.059 0.001 0.008 0.010
C -1.927 -0.332 -3.660 0.014 -0.042 0.047
H -0.267 -5.617 -4.123 -0.018 -0.015 0.016
C -1.061 2.549 1.642 -0.032 -0.148 0.125
H 5.647 -0.492 -1.926 -0.017 -0.005 0.028
C -0.456 2.206 0.439 0.087 0.113 -0.286
H 4.333 0.956 2.072 0.044 -0.169 -0.069
H 2.911 -2.535 1.291 0.005 -0.015 -0.105
C -0.860 0.334 -5.711 -0.044 -0.006 -0.006
H -2.961 0.538 -5.319 0.023 -0.004 0.017
C -2.424 0.259 -0.266 0.023 -0.067 -0.119
N 2.751 -2.758 2.275 -0.169 0.074 0.114
H 7.162 1.217 -0.976 -0.009 0.013 -0.010
C 3.892 0.723 -1.692 0.012 0.032 0.088
C -0.378 3.317 2.563 -0.005 0.027 0.051
C -0.210 -5.995 -2.011 -0.010 -0.006 -0.066
O 1.731 1.093 2.708 0.086 -0.347 0.192
H 1.258 0.001 -5.822 -0.020 -0.027 -0.002
C 0.444 -0.645 -3.950 0.067 0.037 0.052
C 0.364 -0.099 -5.221 0.030 -0.009 0.025
O -0.251 -1.198 1.602 -0.155 0.019 -0.041
C 2.216 5.174 -4.205 0.032 -0.033 0.022
P -0.549 -1.438 -1.481 -0.725 0.336 -0.100
P 1.547 2.135 -1.514 0.148 -0.116 -0.261
H 2.470 3.853 0.831 0.041 -0.039 0.023
H 3.880 3.922 -0.595 -0.009 0.019 0.023
H 6.263 3.421 -0.308 -0.014 0.001 -0.032
C -0.698 -0.751 -3.158 0.254 0.115 0.165
C -2.153 -1.061 -0.672 0.063 0.129 0.114
Be 0.489 -0.708 0.343 0.431 -0.231 0.045
C 1.024 5.882 -4.160 0.013 0.034 -0.008
C -3.557 0.546 0.475 -0.066 0.040 -0.003
H -5.268 -0.248 1.492 0.033 -0.005 -0.025
H 3.341 3.526 -3.429 0.039 0.006 -0.004
C 6.103 1.421 -1.067 -0.016 -0.075 -0.023
C 0.022 5.489 -3.284 -0.039 -0.004 0.027
H -3.796 1.580 0.687 -0.021 -0.021 -0.064
O 4.006 0.044 2.020 -0.142 0.198 -0.004
H -0.173 -6.059 0.137 -0.006 0.023 -0.013
H 2.157 -2.340 5.025 0.036 -0.001 -0.015
H -2.077 2.233 1.842 0.034 0.039 0.010
H -0.122 -7.068 -2.124 0.013 0.021 -0.002
```
Forces are in eV/Å.

Results
- charge = +1
- HOMO level (eV) = -10.17

Atom charges from the Löwdin analysis, given in e for atoms 1 to 2: 0.11 0.07

=====

Molecular formula: C3H5NO
Method: DFT, wB97M-V/def2-TZVPD

The geometry in XYZ format:
```
10
Properties=species:S:1:pos:R:3:forces:R:3
H -1.289 1.030 0.208 0.057 -0.086 -0.301
N -0.804 -0.893 -0.504 0.161 -0.073 0.109
H -1.074 -1.361 0.355 -0.265 -0.025 -0.375
H 1.384 0.443 -1.207 -0.152 0.144 -0.130
C 0.577 1.049 -0.798 -0.143 0.022 -0.112
H 0.658 2.124 -0.874 0.125 -0.027 0.295
H -0.012 -1.368 -0.925 -0.158 -0.092 0.027
C -0.519 0.465 -0.316 -0.029 0.208 -0.480
C 0.001 -0.566 2.000 1.392 -0.410 0.941
O 1.077 -0.923 2.061 -0.987 0.340 0.025
```
Forces are in eV/Å.

Results
- charge = 0
- HOMO level (eV) = -8.73

Atom charges from the natural (NBO) analysis, given in e for atoms 1 to 2: 0.20 -0.81

=====

Molecular formula: C6H6ClN2O5S
Method: DFT, wB97M-V/def2-TZVPD

The geometry in XYZ format:
```
21
Properties=species:S:1:pos:R:3:forces:R:3
C 1.246 1.734 0.123 -0.405 1.323 -0.525
C 3.434 -0.658 0.559 -1.008 0.375 0.001
O 1.225 -2.043 0.928 -0.093 0.292 0.179
H 0.356 3.116 -1.097 0.113 -0.070 0.109
H 3.958 -1.411 -0.017 -0.157 -0.216 -0.149
C -3.701 -0.741 -0.223 0.131 0.118 -0.008
S 1.643 -0.859 0.212 0.899 -1.200 -0.435
O -4.920 -0.772 -0.277 -0.410 -0.005 -0.020
Cl -3.227 1.937 0.442 -0.096 0.120 0.054
C -2.758 0.328 0.075 0.208 -0.394 -0.142
H 3.709 0.342 0.251 0.145 0.138 -0.016
C -1.492 -0.164 0.005 1.374 1.257 1.057
H -0.666 1.801 -0.524 0.176 0.180 -0.125
N 0.210 2.306 -0.519 -0.155 -0.081 -0.087
C 0.999 0.603 0.978 -1.080 -1.078 -0.041
O -1.523 -1.445 -0.307 -0.413 -1.320 -0.354
H -3.082 -2.763 -0.692 0.121 0.059 0.014
N -2.880 -1.811 -0.446 0.413 0.380 0.096
O 2.388 2.209 0.141 0.125 -0.222 0.032
O 1.503 -0.908 -1.232 0.064 0.338 0.164
H 3.578 -0.802 1.621 0.049 0.005 0.195
```
Forces are in eV/Å.

Results
- charge = -1
- HOMO level (spin up / spin down) (eV) = -5.38 / -5.38

Atom charges from the natural (NBO) analysis, given in e for atoms 1 to 2: 0.48 -0.86

=====

Molecular formula: C6H30NO9
Method: DFT, wB97M-V/def2-TZVPD

The geometry in XYZ format:
```
46
Properties=species:S:1:pos:R:3:forces:R:3
C -0.327 1.945 -0.379 0.503 -0.338 1.717
H -1.222 1.472 1.512 -0.326 -0.973 -0.144
H -1.621 -1.211 1.875 1.219 0.629 -0.106
H -0.067 -3.507 0.089 0.267 -0.026 -0.151
H 0.205 -4.039 -2.882 0.078 0.882 -0.155
H 2.226 -1.292 3.256 0.098 -0.559 0.139
N -0.549 -1.051 1.781 0.304 0.715 -0.821
O -3.023 4.278 -1.296 0.122 -0.589 0.450
H 0.859 -0.550 0.141 0.230 0.236 0.709
H 3.174 -1.736 1.335 0.212 -0.214 0.645
H 0.761 3.915 0.984 -0.296 0.156 -0.026
H -0.822 -0.641 -0.336 0.677 0.650 1.208
O 0.659 -2.925 0.346 -0.607 -0.244 0.867
H -1.193 2.108 -2.358 -0.484 -0.090 1.593
H 2.818 0.306 -3.901 -0.321 -0.327 -0.734
H 2.644 0.064 2.742 -0.832 -0.600 0.814
H -0.154 -1.978 1.630 0.679 -0.347 0.258
C -0.121 -0.276 0.493 -3.523 -1.587 0.712
H -3.733 3.900 -0.750 0.123 0.301 -0.267
H -2.703 3.529 -1.812 -0.355 0.348 -0.267
H -3.145 1.248 1.554 -0.173 -0.126 -0.073
O 2.662 -0.956 1.109 0.596 -0.326 -2.183
O 2.021 -0.372 3.375 0.025 1.480 0.128
H -3.591 -0.743 1.032 -0.034 -0.548 0.290
H 3.772 -2.338 -1.450 0.155 0.111 -0.275
O -3.860 1.217 0.901 -1.224 2.501 1.539
H 2.811 -1.161 -1.950 0.441 -0.518 -0.368
H 0.510 1.563 1.503 -0.660 -0.898 -0.239
H 2.734 -1.110 0.116 0.061 0.303 0.977
H 2.229 4.221 0.001 0.143 0.107 -0.729
H -2.269 1.320 -0.937 0.168 0.594 -0.327
O 0.170 -3.989 -1.916 -0.163 -0.954 -1.316
O 2.922 -1.910 -1.325 -0.547 0.186 0.166
O 2.300 -0.286 -3.353 -0.343 -0.003 1.302
H 0.048 -4.942 -1.824 -0.027 -0.282 0.910
C 0.875 2.641 -0.675 0.513 -0.338 -1.937
C 1.308 3.671 0.083 0.381 -0.558 1.181
H 1.233 -2.919 -0.420 0.355 -0.066 -0.414
C -1.362 1.855 -1.260 -0.276 -0.885 -2.332
H 1.639 -0.847 -3.779 0.569 0.547 -0.678
H -4.471 1.961 1.307 1.333 -2.287 -1.398
H 1.347 2.266 -1.625 -0.262 1.089 0.669
H -4.012 -1.790 2.055 -0.084 -0.283 0.270
C -0.361 1.147 0.923 1.631 3.363 -0.747
O -3.256 -1.523 1.528 0.030 0.853 -0.578
H -0.067 -0.534 2.559 -0.375 -1.086 -0.279
```
Forces are in eV/Å.

Results
- charge = +2
- HOMO level (spin up / spin down) (eV) = -16.26 / -16.26
- expectation value of S² = 0.777
- spin multiplicity = 2

Atom charges from the natural (NBO) analysis, given in e for atoms 1 to 2: 0.14 0.24

=====

Molecular formula: C6H10
Method: DFT, wB97M-V/def2-TZVPD

The geometry in XYZ format:
```
16
Properties=species:S:1:pos:R:3:forces:R:3
H 1.529 -2.465 -0.408 -0.078 0.136 0.041
C 0.255 0.492 0.569 0.007 0.111 0.068
C 0.364 1.728 1.062 -0.002 -0.107 -0.017
C -1.031 -0.235 0.206 -0.059 0.030 0.010
H -0.272 2.131 -1.713 -0.011 -0.009 -0.076
H -0.974 -2.415 0.553 0.059 0.101 -0.095
H -0.536 2.065 -2.407 0.015 0.022 0.041
H -0.976 -1.981 -1.150 0.060 0.041 0.143
H -1.509 0.261 -0.647 0.081 -0.066 0.123
H -1.749 -0.214 1.032 0.114 -0.004 -0.113
C -0.600 -1.674 -0.166 -0.028 -0.021 -0.010
C 0.907 -1.616 -0.138 0.056 0.105 0.033
H 1.335 2.164 1.283 -0.130 -0.089 -0.047
H 2.406 -0.153 0.386 -0.151 -0.059 -0.020
H -0.511 2.340 1.269 0.109 -0.109 -0.046
C 1.362 -0.428 0.269 -0.040 -0.081 -0.034
```
Forces are in eV/Å.

Results
- SMILES = C=C1C=CCC1.[H][H]
- charge = 0
- HOMO level (eV) = -8.41

Atom charges from the natural (NBO) analysis, given in e for atoms 1 to 2: 0.21 -0.01

=====

Molecular formula: C4H9NO
Method: DFT, wB97M-V/def2-TZVPD

The geometry in XYZ format:
```
15
Properties=species:S:1:pos:R:3:forces:R:3
H 1.268 -1.149 1.367 -0.050 0.014 0.065
C 0.170 1.372 0.914 0.721 0.002 -0.298
C 0.083 0.095 0.147 0.203 0.524 -0.897
H -1.553 -1.577 -0.850 0.002 0.206 0.207
H 0.217 -2.048 0.269 -0.082 0.066 -0.004
H -0.795 1.542 1.404 -0.010 -0.225 -0.076
H -0.458 -1.247 1.716 -0.032 0.182 -0.133
H -0.724 1.099 -1.593 0.245 -0.067 0.015
H 0.344 2.220 0.252 -0.009 -0.063 0.018
C 0.277 -1.171 0.909 0.579 0.069 -0.511
O 1.140 -0.180 -1.458 0.783 -1.150 0.868
C -0.628 0.119 -1.125 -3.260 -0.652 1.121
N -1.634 -0.694 -1.354 0.989 0.299 -0.842
H 1.348 0.289 -2.277 -0.043 0.727 0.426
H 0.946 1.330 1.677 -0.036 0.068 0.042
```
Forces are in eV/Å.

Results
- charge = 0
- HOMO level (spin up / spin down) (eV) = -8.25 / -8.25

Atom charges from the natural (NBO) analysis, given in e for atoms 1 to 2: 0.25 -0.70

=====

In order of appearance, E = -701.85909 -270.49095 -3829.58506 -247.26163 -1576.19590 -977.80003 -234.54771 -287.66756 Ha.